# 1
16
Properties=species:S:1:pos:R:3:lowdin_charge:R:1 method="wB97M-V/def2-TZVPD" total_charge=0 e_above_lowest_kj_mol=175.1 smiles=C1C[C@@H]2C[C@@H]2C1 homo_ev=-9.00 lumo_ha=0.0431
C -0.8965 -0.6621 0.4001 -0.24
C 0.5952 -0.6937 0.6207 -0.27
H 1.4648 1.3121 0.6095 0.10
H -0.3778 1.9655 -0.7696 0.11
C 1.1791 0.5315 -0.1071 -0.16
H -1.8551 -0.0516 -1.5453 0.10
H 0.9827 -1.6391 0.2427 0.14
H -1.4364 -1.5992 0.5245 0.13
H -0.3317 -0.9989 -1.5029 0.12
H 2.0896 0.2470 -0.6390 0.10
H -0.5951 -0.9375 2.5335 0.10
C -0.8981 -0.1544 -1.0305 -0.19
C -0.2990 -0.2542 1.7397 -0.06
C 0.0744 1.0166 -1.0819 -0.18
H 0.4559 1.1527 -2.0971 0.10
H -0.1521 0.7655 2.1028 0.10

---

# 2
16
Properties=species:S:1:pos:R:3:lowdin_charge:R:1 method="wB97M-V/def2-TZVPD" total_charge=0 e_above_lowest_kj_mol=99.9 smiles=C[C@H](C#N)CCO homo_ev=-10.74 lumo_ha=0.0295
C 0.8891 1.7779 -0.6680 -0.06
O -2.0754 -0.7397 0.6814 -0.07
H 0.0821 2.1379 -1.3142 0.08
C 0.3695 0.6118 0.1759 -0.37
H -0.7409 -0.1367 -1.5015 0.12
H 0.6931 -1.1021 -1.1303 0.13
H -0.4775 0.9519 0.7826 0.14
H -1.4129 -2.2992 -0.5201 0.12
N 2.2218 -0.2451 1.8339 0.15
H 1.7259 1.4610 -1.2978 0.09
C 1.4016 0.1400 1.1116 -0.20
H -0.4104 -1.9818 0.9127 0.12
H 1.2234 2.6069 -0.0379 0.08
C -0.1446 -0.5553 -0.6824 -0.16
C -1.0146 -1.5044 0.1274 -0.26
H -2.3304 -1.1232 1.5267 0.09